Record 1
Molecular formula: C19H16FN3O5
Method: DFT, ωB97M-V/def2-TZVPD

CARTESIAN COORDINATES (ANGSTROEM)
C: -3.90530 1.07384 0.34344
C: -3.05924 -0.19273 0.27923
C: -1.80637 -0.35222 0.73739
C: -1.01560 0.73672 1.35349
O: -1.52767 1.44415 2.22071
C: 0.31597 1.00180 0.89683
C: 1.03167 2.13559 1.29427
O: 0.44507 3.07653 2.12311
C: 2.47134 2.32500 0.91329
C: 3.26227 1.40380 0.21482
C: 4.58088 1.73557 -0.16761
O: 5.41065 0.81810 -0.77053
C: 5.08508 3.00854 0.08056
O: 6.39433 3.32703 -0.36549
C: 4.29610 3.92734 0.75595
O: 4.79624 5.19964 0.94571
C: 3.02181 3.61368 1.16985
N: -1.35305 -1.62929 0.33296
N: -2.32219 -2.25064 -0.23136
N: -3.40745 -1.39289 -0.28419
C: -4.80752 -1.70525 -0.69479
C: -4.94523 -3.05872 -1.26742
C: -5.25373 -4.12452 -0.45151
C: -5.49117 -5.38694 -1.03566
C: -5.38440 -5.60469 -2.40245
C: -5.06362 -4.52804 -3.20955
F: -5.06074 -4.65918 -4.53704
C: -4.82227 -3.25871 -2.63896
H: -3.36465 2.00777 0.51706
H: -4.40632 1.24150 -0.63212
H: -4.61833 0.97313 1.15450
H: 0.76679 0.25225 0.24980
H: -0.46809 2.73239 2.28480
H: 2.85837 0.44436 -0.04460
H: 5.10728 -0.06675 -0.55499
H: 6.75657 2.57341 -0.85567
H: 5.73200 5.23560 0.64309
H: 2.42534 4.38106 1.65610
H: -5.49762 -1.59091 0.17756
H: -5.10645 -0.96960 -1.40930
H: -5.34080 -3.92877 0.59442
H: -5.81015 -6.21027 -0.41749
H: -5.59830 -6.60107 -2.74435
H: -4.67884 -2.41014 -3.28168

Force components x, y, z for each atom (eV/Å):
C -0.2 -0.6 -0.9
C -1.1 0.7 0.0
C 1.4 -1.3 -0.7
C 0.7 -0.1 0.0
O -0.9 0.5 0.3
C 1.2 0.7 0.0
C -1.1 -1.1 0.7
O 1.6 -1.3 -1.7
C 0.1 1.9 0.0
C 0.3 0.6 0.2
C -1.2 -0.3 0.6
O 0.0 0.5 0.0
C 1.5 -1.1 -1.1
O -1.6 0.1 0.8
C 1.0 1.1 -0.3
O 0.4 -0.4 -0.1
C -0.6 -0.8 0.0
N -0.7 1.1 0.5
N -0.9 0.6 0.1
N 0.2 0.9 0.4
C 0.6 0.1 1.1
C 0.1 -0.8 -0.8
C -0.3 -1.1 -1.0
C 0.2 0.9 0.7
C 0.0 0.3 0.6
C 0.1 1.1 1.2
F 0.2 0.0 -0.3
C -0.6 -0.9 -0.5
H 0.4 -0.6 0.2
H -0.1 -0.3 0.6
H -0.4 0.1 -0.1
H 0.0 0.4 0.1
H 0.0 -0.2 0.2
H 0.0 -0.4 -0.1
H -0.1 -0.1 -0.1
H -0.3 0.0 0.2
H -0.9 -0.2 0.2
H 0.1 -0.2 -0.1
H 0.8 -0.1 -0.4
H -0.1 0.6 -0.5
H -0.1 -0.3 0.6
H 0.1 -0.1 0.2
H 0.0 0.0 -0.6
H 0.2 0.1 -0.3

Computed properties:
total energy: -1373.926458 hartree
LUMO level: -0.27 eV
SMILES: Cc1c(C(=O)/C=C(\O)c2cc(O)c(O)c(O)c2)nnn1Cc1cccc(F)c1
highest occupied orbital energy: -8.435 eV
Kohn-Sham gap: 8.1621 eV

Record 2
Molecular formula: C19H17BF6O12
Method: DFT, ωB97M-V/def2-TZVPD

CARTESIAN COORDINATES (ANGSTROEM)
O: 0.59452 3.42674 2.54508
C: 1.57554 2.95666 1.93627
O: 2.57850 2.02372 2.38992
C: 2.60957 1.02897 1.33908
O: 2.51911 -0.19726 1.47220
C: 2.72004 1.97481 0.05843
O: 3.26847 1.77633 -1.23620
C: 4.40986 0.90012 -1.22068
O: 5.55899 1.41010 -1.26576
C: 4.17849 -0.66955 -1.20032
C: 3.28902 -1.24518 -2.36136
C: 3.02820 -2.78847 -2.37957
C: 3.64605 -3.70734 -1.25203
C: 4.55010 -3.12869 -0.13261
C: 4.81853 -1.60728 -0.11256
C: 2.08268 3.19856 0.43622
O: 1.92874 4.36007 -0.37483
B: 0.78907 4.14444 -1.24202
O: -0.14066 3.08665 -0.94022
O: 0.60882 5.01155 -2.39603
H: 2.83222 -0.59324 -3.18049
H: 2.39361 -3.21480 -3.22049
H: 3.43544 -4.82412 -1.26024
H: 4.99137 -3.79702 0.67331
H: 5.45614 -1.09305 0.69713
H: -0.62714 3.31146 -0.10481
H: 0.02211 5.76427 -2.12812
C: -1.36774 2.28283 4.78952
C: -2.64142 2.20476 3.97125
O: -3.68059 1.53401 4.70310
C: -4.31631 2.27169 5.63688
O: -4.05991 3.42293 5.88039
C: -5.41914 1.45535 6.30369
F: -5.00208 0.22498 6.67051
F: -6.47466 1.27227 5.48136
F: -5.89853 2.04047 7.41651
H: -1.06267 1.28598 5.11971
H: -0.55939 2.72503 4.20215
H: -1.51006 2.88561 5.68890
H: -2.46176 1.61460 3.06951
H: -2.97644 3.19420 3.64711
C: -2.13506 -1.62202 -5.36058
C: -2.88752 -2.90197 -5.05249
O: -1.99946 -3.90477 -4.53327
C: -1.66254 -3.77918 -3.23237
O: -2.05333 -2.89539 -2.51434
C: -0.75619 -4.92805 -2.80120
F: 0.25245 -5.15964 -3.67735
F: -1.43269 -6.09083 -2.69085
F: -0.17034 -4.71422 -1.60726
H: -1.29850 -1.82251 -6.03540
H: -2.79739 -0.88824 -5.82515
H: -1.71424 -1.18130 -4.45456
H: -3.31425 -3.30678 -5.97294
H: -3.71763 -2.72827 -4.36211

Force components x, y, z for each atom (eV/Å):
O 4.5 -2.0 -2.3
C -1.0 1.8 -0.7
O -2.7 -1.1 0.2
C 0.2 -1.9 -1.0
O 0.6 5.2 -0.2
C -1.1 2.6 0.4
O -0.3 -1.1 2.5
C 4.5 0.0 0.1
O -5.1 -2.0 0.3
C -1.2 -2.7 -0.8
C 1.4 -2.9 3.1
C 2.3 1.8 2.9
C 0.6 3.5 -0.2
C -1.7 2.7 -2.9
C -1.9 -0.6 -2.5
C 1.4 -2.2 -0.3
O -1.8 -3.0 0.3
B -0.7 0.7 -0.8
O 0.6 2.3 0.4
O -0.1 -0.7 2.9
H 0.8 -0.9 1.5
H 1.0 0.5 1.4
H 0.3 1.7 -0.1
H -0.7 1.0 -1.3
H -1.1 -1.1 -1.4
H 0.7 -0.6 -0.9
H 0.7 -0.9 -0.6
C 0.1 0.0 0.3
C 0.7 0.3 -0.3
O -1.0 0.1 0.7
C 1.5 0.8 -1.1
O -0.6 -0.9 0.2
C -1.4 -1.1 1.1
F 0.2 0.5 -0.3
F 0.6 0.3 -0.1
F 0.5 0.1 -0.6
H 0.0 0.0 -0.2
H -0.2 -0.1 0.2
H 0.0 0.0 -0.1
H -0.3 -0.2 0.2
H -0.1 -0.1 0.2
C 0.3 0.1 0.2
C -0.4 0.6 -0.3
O 0.5 -0.5 0.9
C -1.3 1.3 -0.9
O 0.6 -0.9 -0.1
C 1.4 -1.5 0.7
F -0.6 0.5 0.1
F -0.2 0.7 -0.2
F -0.6 0.4 -0.6
H -0.2 0.0 -0.1
H 0.0 -0.1 0.0
H -0.2 0.0 0.0
H 0.2 -0.2 0.2
H 0.3 -0.1 0.1

Computed properties:
total energy: -2261.054004 hartree
LUMO level: -1.10 eV
SMILES: O=C1OC(=O)C(OC(=O)c2ccccc2)=C1OB(O)O.CCOC(=O)C(F)(F)F.CCOC(=O)C(F)(F)F
highest occupied orbital energy: -9.349 eV
Kohn-Sham gap: 8.2498 eV